Here is C20H26BrN5O2S as an isolated structure in a non-equilibrium geometry from the Open Molecules 2025 dataset. Energies are from ωB97M-V/def2-TZVPD.

Output
Energy relative to the best compared isomer or geometry (same formula, charge and spin), kcal/mol: 430.1
Kohn-Sham gap, eV: 9.09
LUMO energy, hartree: 0.00777

```
55
C20H26BrN5O2S (ωB97M-V/def2-TZVPD)
Br -1.11715 -0.92517 -0.53665
S 1.24994 1.41654 2.84136
O -1.65495 3.62259 2.92087
O 1.97181 -3.48927 -0.49647
N 2.25635 1.17671 -0.91564
N 1.87778 1.66768 0.40571
N 1.58312 -1.85806 -1.94567
N -0.59590 3.23541 0.74466
N 2.48338 -0.10589 0.87919
C -2.93194 2.37039 0.72945
C -2.62962 4.43661 0.13290
C -4.03215 3.02402 1.15441
C -1.18563 -2.34948 -1.72364
C -2.55038 -3.91927 -2.64696
C 0.95656 3.17995 2.61776
C -0.47096 3.29107 2.21115
C 3.00408 -1.12782 -1.30291
C 1.18028 -2.93891 -1.48226
C -1.56534 -4.84474 -2.92032
C -0.44898 -4.31349 -2.56993
C 3.82349 -1.29251 2.54189
C -2.49340 -2.87065 -1.98941
C 2.55751 -0.07042 -0.52064
C -1.96637 3.05258 0.32715
C 3.78852 -0.55108 -2.44339
C -4.00515 4.32985 0.43524
C 2.50917 -1.28527 1.80885
C 1.89327 0.94342 1.34401
C -0.24229 -3.23756 -1.84174
H 3.93025 -0.25746 3.12012
H 1.57694 3.60828 2.08143
H -1.69864 -5.69886 -3.61278
H -3.76688 -4.38647 -3.08172
H 3.89237 -1.37784 -3.24858
H 0.17732 2.87448 0.33732
H -3.24344 1.65092 -0.05774
H 3.50330 -1.95436 -0.68695
H -4.65960 4.95052 0.73723
H -3.87792 3.36758 2.05244
H -2.27182 5.04992 -0.75188
H 1.63177 -1.11106 2.53964
H 1.13250 -1.10374 -2.75362
H -3.46056 -2.13519 -1.87599
H 0.43071 -5.16954 -2.61364
H 3.99123 -2.11134 3.26677
H 1.08167 3.56008 3.74855
H -4.47297 4.15986 -0.85195
H 3.47397 0.20816 -2.88935
H -2.21698 5.14575 1.01298
H 4.78096 -0.36413 -1.99983
H -2.46688 1.68311 1.57037
H -1.64039 2.89180 -0.91557
H -4.92095 2.57822 1.18416
H 2.40371 -2.25149 1.35061
H 4.53197 -1.15405 1.71297
```

Results of the Löwdin charge analysis, in e, for atoms 1 through 6: atom 1 (Br): 0.878, atom 2 (S): 1.060, atom 3 (O): -0.083, atom 4 (O): -0.112, atom 5 (N): 0.197, atom 6 (N): 0.003

Here is C60H132F4N8O8S4 as an isolated structure in a non-equilibrium geometry from the Open Molecules 2025 dataset. Energies are from ωB97M-V/def2-TZVPD.

Output
Kohn-Sham gap, eV: 0.73
LUMO energy, hartree: -0.30801
Charge: +4

```
216
C60H132F4N8O8S4 (ωB97M-V/def2-TZVPD)
S 2.03945 2.78205 5.66089
S -0.72511 -2.18938 -2.26937
S 1.01134 -1.69136 -0.24234
S 0.17660 2.54325 3.78406
F 1.03060 2.36192 6.84322
F -0.36329 -1.79663 0.52642
F -0.17152 -2.81823 -3.66257
F -0.67671 3.25010 4.86366
O 3.26961 2.05127 6.00147
O 1.53964 -2.97096 0.06446
O -1.12956 -3.38143 -1.63980
O -0.56505 1.39007 3.32578
O 0.47321 3.54111 2.84606
O 1.89040 4.22926 5.78026
O 1.77777 -0.58453 0.28726
O -1.62303 -1.11653 -2.70627
N 0.63779 -1.51903 -1.74590
N 1.99998 -1.46769 6.91025
N 0.39526 7.90500 7.59106
N 2.55770 2.28469 -1.24144
N 1.47876 2.02342 4.44524
N -0.86339 -7.26327 -0.28359
N -0.20539 -4.74208 -12.91892
N -4.02712 1.08789 -0.88493
C -0.01284 -5.44810 1.00166
C 0.06600 -9.60986 0.36171
C 0.52117 -2.59960 8.62954
C -4.15917 -1.41025 -13.67883
C -0.75912 -6.29507 1.92660
C 0.84947 -11.41774 -1.21669
C -4.50049 3.63204 2.71316
C 1.26032 -5.10399 -13.17451
C 0.05285 -11.12249 0.11096
C -5.46326 1.25508 -1.41207
C -0.82509 -7.12948 -11.88264
C -0.98890 -6.10936 -12.97844
C -0.77204 -8.76773 -0.72919
C 3.24654 3.57773 -1.67201
C -1.94327 -3.62779 -11.50978
C -1.71919 -8.39745 -12.05014
C 1.15389 9.03442 9.81674
C 0.72538 -3.63568 -14.96710
C -6.06201 -0.19898 -1.57152
C -0.72554 -3.83269 10.39898
C 0.39663 -6.46137 -0.03650
C 2.22755 8.09041 4.12112
C -3.46558 3.30841 0.35075
C 4.53567 1.14108 -0.47241
C 2.08366 7.76514 5.65998
C -0.58346 2.01994 -3.70614
C 2.59466 4.94913 -1.37437
C -0.40871 -4.08160 -11.59558
C -3.13384 1.46507 -1.99250
C 2.37056 -2.72304 4.88290
C -3.82351 -0.41395 -0.58626
C 3.07101 -1.83053 5.96100
C -4.99750 -1.98133 -12.95586
C 1.58127 -2.68685 7.67671
C 0.80521 -2.24097 4.97947
C -1.09883 8.01282 7.83799
C -3.29073 3.95720 1.69409
C -0.52878 -3.77651 -14.19199
C 2.49800 -0.36178 7.78900
C 3.36617 6.03472 -2.07871
C 1.08186 9.09205 8.24531
C 0.44697 -3.84798 9.42245
C 1.84847 -3.93114 -14.02253
C -4.78049 -1.07317 -1.52523
C 1.10575 10.36813 10.46969
C 2.47145 2.26439 0.25704
C -0.35667 5.98281 8.85601
C 0.82673 -1.07840 6.00067
C -1.71453 -7.05296 0.95227
C 0.90579 6.57972 8.14216
C 2.99143 7.40873 -1.63411
C -1.48473 6.53775 8.02201
C 3.78223 1.77388 0.78985
C -3.72873 1.82698 0.39422
C 1.13969 2.24291 -1.76879
C 3.65556 8.34459 3.70465
C 3.44607 1.09677 -1.57772
C 0.64630 8.03292 6.08381
C -1.54276 -6.63909 -1.45806
C 0.97298 2.25425 -3.29754
H -5.45952 3.62623 2.23116
H 2.50528 5.11157 -0.31385
H -1.50190 6.11976 7.05072
H -4.49943 2.60322 3.25234
H -0.87071 -2.82847 -13.76574
H 3.35776 7.71842 -0.65229
H 0.38364 -4.64073 8.70708
H -2.36747 3.78697 2.20271
H 1.47784 1.48205 -3.73922
H -1.46276 8.64875 7.03049
H 3.70877 8.52651 2.64017
H 0.71193 -6.05191 -0.94696
H 4.05497 9.24811 4.22366
H -5.56067 -2.74427 -12.26654
H -0.17994 -6.98278 2.52132
H -0.15849 -8.66336 -1.66780
H -2.01307 -7.99749 1.36507
H -0.88956 -6.71849 -10.82047
H -2.11818 -2.62160 -11.08359
H 1.41872 -3.90192 9.98309
H 3.52805 8.00889 -2.42537
H 1.28399 -3.49674 6.99579
H 1.39287 -6.04850 -13.64802
H 0.94411 -5.03539 1.25831
H 4.26128 3.60771 -1.19543
H -1.80996 -9.08801 -0.97775
H 1.61072 0.25871 7.97276
H -2.41259 6.33164 8.61630
H 0.71318 1.26133 -1.50340
H -2.39844 -7.25439 -1.71533
H -6.48175 -0.38683 -2.57810
H 2.88723 -4.25165 -14.33206
H 1.57517 5.02217 -1.70983
H -6.76102 -0.46411 -0.77903
H -0.94754 -11.50485 0.04132
H -4.95273 -2.17895 -1.45481
H -0.41635 6.35939 9.87956
H -4.51874 1.62138 1.07439
H 4.37759 2.52679 1.24068
H 1.46138 -5.18794 -12.10935
H 3.59388 1.10903 1.60848
H 1.27174 3.11444 -3.87639
H 0.67286 -2.59767 -15.38027
H -6.03740 1.72778 -0.67431
H 2.74471 -2.58463 3.88979
H -2.58700 3.64063 -0.14287
H -0.60289 -3.09173 11.20299
H -0.62900 -4.71121 0.53140
H 4.37419 7.52543 3.97739
H -3.58256 -0.50141 -14.23642
H -2.12933 1.28418 -1.52588
H -5.84257 -1.42582 -13.66079
H 0.60933 -1.71493 9.24113
H 1.09444 -9.29944 0.14404
H 0.38449 9.07302 5.91299
H -0.75005 -6.35628 -13.98993
H 0.46610 -10.85297 -2.08722
H -2.58388 -6.44372 0.74298
H -0.43243 -2.46700 8.09561
H -4.27202 -0.96901 -2.45897
H 0.14768 -7.34791 -11.77888
H 3.16609 5.98741 -3.10914
H -0.83695 -6.70404 -2.29275
H 1.69032 8.96958 3.84556
H 0.18402 -3.04076 5.28937
H 4.44166 5.99811 -1.95725
H -4.51702 4.38503 3.44252
H 1.48785 10.16366 11.50773
H -1.28198 -5.70411 2.68599
H 1.74575 1.45119 0.37189
H 0.06149 10.75810 10.59841
H -2.23771 -2.98464 -12.76773
H -3.37068 5.04613 1.56196
H 3.38249 -0.80736 5.60550
H 1.12490 13.96519 -2.67557
H -2.82074 -0.53539 -0.85877
H -0.86028 0.96870 -3.53164
H -1.33664 -4.30534 -14.69946
H 2.48389 -3.08511 8.19354
H -0.74329 -4.78123 10.96306
H 0.78831 -4.26612 -15.85571
H -1.69917 -3.76869 9.92902
H -0.05049 -0.84703 6.52757
H -4.28075 3.89568 -0.12102
H 1.89096 7.66046 -1.77221
H 1.83451 7.13871 3.60481
H 0.65648 -12.44484 -1.35500
H 0.50829 -1.88620 3.95371
H 3.89357 -2.38274 6.47989
H 1.91340 -11.38554 -1.02724
H -5.46072 1.80412 -2.33664
H 3.04940 -0.74781 8.59140
H 0.50708 -3.40717 -11.38390
H 2.11759 -3.07146 -13.40303
H 2.80646 0.27857 -1.66813
H -2.08617 -5.83152 -12.84433
H 1.76028 6.74311 8.83083
H -2.80374 -8.13358 -12.42701
H 3.42375 3.50839 -2.75774
H 3.21643 0.28173 7.30119
H -0.24627 -9.29765 1.33446
H 1.22072 -0.22363 5.44442
H 2.20604 8.64242 10.01132
H -2.94615 -3.90476 -11.46843
H -1.21988 2.71843 -3.08723
H 3.89543 1.36852 -2.51982
H -1.96446 -8.96228 -11.13492
H -0.26742 -4.93348 -10.81725
H -0.69834 2.17401 -4.74143
H 0.58457 3.02955 -1.27708
H 5.36106 1.82335 -0.81681
H 1.71487 11.07519 9.90114
H 2.11634 3.19412 0.75736
H -3.29610 2.51752 -2.19316
H 2.52732 6.73327 5.83174
H -3.86320 -0.58669 0.45298
H -1.18988 8.65451 8.72706
H 0.53623 -11.65741 0.95125
H 1.12141 -7.16972 0.46014
H 0.01122 7.31318 5.58111
H 1.18400 5.88991 7.33166
H -1.27745 -9.07167 -12.79296
H 2.06681 9.08489 7.86367
H -1.70570 -5.59522 -1.36638
H -2.83126 1.32352 0.78611
H 5.01202 0.19807 -0.36142
H 0.37191 8.35156 10.19165
H 0.61301 10.01424 7.78760
H -0.33619 4.90798 8.86695
H -3.28682 0.89457 -2.96681
H 2.78782 8.43196 6.18454
H 2.48015 -3.82452 5.03181
```

Results of the Löwdin charge analysis, in e, for atoms 1 through 6: atom 1 (S): 0.549, atom 2 (S): 0.570, atom 3 (S): 0.479, atom 4 (S): 0.410, atom 5 (F): -0.209, atom 6 (F): -0.180

Here is C31H18Cl8NNiO3P as an isolated structure in a non-equilibrium geometry from the Open Molecules 2025 dataset. Energies are from ωB97M-V/def2-TZVPD.

Output
Energy relative to the best compared isomer or geometry (same formula, charge and spin), kcal/mol: 18.0
Kohn-Sham gap (alpha / beta), eV: 4.94 / 4.95
LUMO energy (alpha / beta), hartree: -0.07689 / -0.07687

```
63
C31H18Cl8NNiO3P (ωB97M-V/def2-TZVPD)
Ni -0.11451 -0.61125 0.23045
Cl -0.86390 0.02833 2.79040
Cl -2.18541 -3.06574 -4.36074
Cl -0.79163 -1.20906 -2.28670
Cl -4.14035 -5.29733 -3.39984
Cl -3.35887 -3.69561 1.70814
Cl -4.73665 -5.60475 -0.35277
Cl -5.78131 2.16137 3.42922
Cl -3.42989 2.16359 -1.40696
P 1.97646 1.79464 0.49845
O -1.60142 -1.77484 0.52826
O 1.02045 -1.98288 0.40549
O -1.21557 0.86358 -0.00308
N 1.44128 0.41393 -0.26742
C 4.64814 0.51343 -2.03316
C 5.74915 1.34110 -1.92675
C 0.95504 3.24649 0.25644
C 0.16046 4.87046 -1.31966
C -3.04738 -3.53901 0.02420
C 0.92351 3.75477 -1.04367
C 2.31416 0.01062 -1.14090
C 2.38103 0.14520 2.65118
C -3.65384 -4.38214 -0.89256
C 4.63413 2.70553 -0.27324
C 3.14139 0.92069 4.79727
C -0.55511 4.95010 0.98132
C -3.37083 1.80151 0.27811
C -2.13760 -2.52539 -0.36763
C 2.65966 2.51837 3.07072
C -0.57247 5.47206 -0.30402
C 3.07304 2.23753 4.36154
C 2.79627 -0.12001 3.94421
C -2.25058 0.84419 2.15598
C 3.52773 1.89044 -0.39216
C -2.21898 1.14496 0.77074
C -2.51529 -3.25629 -2.68409
C -4.45054 2.11383 1.08161
C -3.31673 1.15401 2.97432
C -3.39693 -4.24563 -2.25772
C 2.29329 1.47056 2.22872
C 0.20656 3.83031 1.27002
C 3.52310 0.77783 -1.25355
C -1.89894 -2.42097 -1.76354
C -4.41881 1.78890 2.42689
C 5.74815 2.42819 -1.05450
H 3.47065 0.70111 5.80417
H -5.31811 2.59471 0.65163
H 0.69642 -2.64725 1.01544
H -1.17983 6.33987 -0.52282
H 1.50009 3.26552 -1.82127
H 2.10251 -0.66082 1.97525
H 0.12185 5.26511 -2.32585
H 6.63196 1.14389 -2.51970
H -3.29440 0.90042 4.02484
H 2.60744 3.54446 2.72532
H 4.62785 3.54610 0.40926
H 0.20582 3.40730 2.26683
H 4.64776 -0.34648 -2.69138
H 3.34550 3.04634 5.02627
H -1.14727 5.41307 1.75917
H 2.08401 -0.89097 -1.69807
H 2.85570 -1.14166 4.29472
H 6.62434 3.05870 -0.98865
```

Results of the Löwdin charge analysis, in e, for atoms 1 through 6: atom 1 (Ni): 0.248, atom 2 (Cl): 0.814, atom 3 (Cl): 0.671, atom 4 (Cl): 0.783, atom 5 (Cl): 0.651, atom 6 (Cl): 0.711